# 1
The following is a quantum chemistry calculation of C10H19CoN2 as an isolated structure, from the OMol25 dataset.

```
32
Properties=species:S:1:pos:R:3:mulliken_spin:R:1
C -1.891 -0.500 -1.961 0.056
C -1.752 0.825 -1.659 0.056
H -2.578 -1.155 -1.409 0.000
H -1.474 -0.923 -2.881 0.002
H -1.315 1.523 -2.386 0.005
H -2.370 1.304 -0.885 -0.005
Co 0.465 0.300 -0.587 2.812
C 1.788 -0.987 -1.426 0.114
C 1.153 -0.166 -2.412 0.137
C 2.187 1.225 -0.872 0.129
C 2.426 -0.138 -0.475 0.253
H 0.620 -0.491 -3.323 0.003
H 1.116 2.082 -2.629 0.003
H 2.596 2.109 -0.389 0.009
C 1.407 1.204 -2.067 0.184
H 3.045 -0.438 0.384 0.007
H 1.773 -2.073 -1.427 0.004
N -0.045 -2.000 1.061 0.114
C -1.236 -1.138 1.192 0.022
C -1.228 -0.139 2.343 0.006
C 0.119 0.534 2.524 -0.005
N 0.360 1.256 1.225 0.113
H 0.484 -1.991 1.919 -0.004
H -0.345 -2.924 0.787 -0.001
H -1.300 -0.482 0.299 -0.033
H -2.162 -1.744 1.182 0.009
H -1.921 0.678 2.080 0.000
H -1.580 -0.593 3.282 0.002
H 0.069 1.275 3.328 0.004
H 0.960 -0.125 2.798 0.002
H 1.109 1.910 1.348 -0.003
H -0.481 1.785 1.037 0.003
```

Output
- DFT total energy (eV) = -51264.68396
- spin multiplicity = 5
- total charge = +2
- HOMO-LUMO gap (spin up / spin down) (eV) = 9.54 / 7.03

=====

# 2
The following is a quantum chemistry calculation of a 2-piece molecular cluster, C4H10NO overall, from the OMol25 dataset.

```
16
Properties=species:S:1:pos:R:3:mulliken_charge:R:1
C 1.533 -0.188 0.065 0.177
C 1.986 1.216 0.054 -1.218
C -0.413 -1.653 0.154 -0.585
C -2.098 0.639 -0.202 -0.638
N 0.340 -0.476 0.118 0.125
O -0.876 1.016 0.068 -0.292
H 2.358 -0.953 0.179 0.411
H 2.841 1.203 -0.508 0.443
H 2.375 1.367 0.972 0.388
H 1.300 1.999 -0.399 0.304
H -0.291 -2.221 -0.707 0.396
H -1.463 -1.352 0.019 0.043
H -0.206 -2.201 1.031 0.368
H -2.198 0.331 -1.212 0.429
H -2.623 1.514 0.082 0.330
H -2.564 -0.242 0.286 0.320
```

Output
- DFT total energy (eV) = -7835.79904
- total charge = +1
- HOMO-LUMO gap (eV) = 8.85

=====

# 3
The following is a quantum chemistry calculation of C34H64N2O10Pb as an isolated structure, from the OMol25 dataset.

```
111
Properties=species:S:1:pos:R:3:mulliken_charge:R:1
Pb -0.802 -0.328 -1.318 0.580
C 1.101 3.233 4.398 -1.705
C 1.149 4.671 3.867 1.573
C 2.491 5.215 4.393 -1.099
C 2.763 6.621 4.006 -0.612
C 2.646 6.748 2.500 -1.277
C 1.320 6.305 1.867 1.675
N 1.107 4.906 2.370 0.260
O 0.045 4.126 1.676 -0.636
C 1.572 6.278 0.296 -1.694
C 0.126 7.270 2.293 -1.626
C 0.123 5.394 4.705 -1.805
H 1.768 2.653 3.762 0.445
H 0.183 2.650 4.329 0.344
H 1.371 3.098 5.446 0.356
H 3.198 4.553 3.893 0.369
H 2.698 5.151 5.461 0.337
H 3.765 6.940 4.291 0.417
H 2.206 7.426 4.484 0.300
H 3.429 6.100 2.107 0.362
H 2.821 7.774 2.175 0.373
H 2.497 5.735 0.101 0.377
H 1.652 7.289 -0.105 0.384
H 0.757 5.808 -0.255 0.374
H 0.138 8.150 1.650 0.452
H 0.185 7.826 3.228 0.324
H -0.872 6.846 2.190 0.334
H 0.118 5.284 5.789 0.379
H -0.890 5.098 4.432 0.366
H 0.332 6.462 4.766 0.308
C -4.842 -3.784 1.417 -1.793
C -6.188 -3.230 0.822 1.692
C -6.848 -2.546 2.019 -1.385
C -8.133 -1.629 1.715 -0.898
C -7.790 -0.615 0.685 -0.986
C -6.962 -1.071 -0.505 1.218
N -5.868 -2.111 -0.165 0.343
O -5.028 -2.520 -1.265 -0.646
C -6.294 0.238 -1.116 -1.549
C -7.993 -1.589 -1.595 -1.432
C -6.981 -4.459 0.282 -1.645
H -4.081 -3.021 1.254 0.454
H -4.408 -4.597 0.836 0.397
H -4.857 -4.142 2.447 0.343
H -6.114 -2.046 2.650 0.466
H -7.342 -3.279 2.657 0.446
H -8.513 -1.098 2.588 0.409
H -8.970 -2.279 1.464 0.367
H -7.261 0.164 1.234 0.392
H -8.769 -0.221 0.413 0.340
H -7.130 0.909 -1.309 0.394
H -5.629 0.148 -1.975 0.319
H -5.724 0.805 -0.380 0.391
H -7.461 -1.701 -2.539 0.356
H -8.874 -0.949 -1.653 0.370
H -8.379 -2.545 -1.243 0.289
H -7.024 -5.276 1.002 0.406
H -6.408 -4.709 -0.611 0.383
H -7.989 -4.134 0.025 0.340
C 2.246 -5.371 -5.659 -0.593
C 1.516 -6.413 -4.791 -0.602
C 0.464 -5.500 -4.190 -0.393
O 1.211 -4.337 -3.895 -0.375
C 2.548 -4.352 -4.520 -0.411
H 1.667 -4.989 -6.500 0.305
H 3.241 -5.736 -5.912 0.327
H 1.971 -6.863 -3.909 0.255
H 1.074 -7.209 -5.391 0.336
H -0.032 -5.953 -3.331 0.288
H -0.359 -5.363 -4.892 0.276
H 3.359 -4.663 -3.862 0.307
H 2.818 -3.461 -5.088 0.283
C 1.142 1.455 -7.529 -0.585
C 0.049 0.676 -8.077 -0.556
C -0.701 0.190 -6.816 -0.345
O -0.289 1.112 -5.825 -0.382
C 0.524 2.137 -6.331 -0.441
H 1.561 2.208 -8.197 0.318
H 2.004 0.838 -7.276 0.300
H 0.501 -0.065 -8.736 0.319
H -0.697 1.336 -8.520 0.246
H -0.377 -0.849 -6.758 0.243
H -1.782 0.262 -6.931 0.285
H 1.274 2.391 -5.581 0.306
H -0.123 2.917 -6.732 0.284
C 4.072 -7.483 4.979 -1.301
C 2.818 -6.823 4.356 0.340
C 1.952 -6.109 5.401 -0.422
O 1.565 -4.988 4.706 -0.308
C 2.140 -4.923 3.547 0.718
O 1.934 -4.136 2.599 -0.639
O 3.103 -5.767 3.491 -0.325
H 3.761 -8.035 5.867 0.361
H 4.858 -6.776 5.246 0.343
H 4.397 -8.201 4.226 0.336
H 2.211 -7.546 3.811 0.291
H 2.527 -5.572 6.155 0.321
H 1.111 -6.732 5.708 0.283
C 8.849 2.384 0.666 -1.342
C 7.438 2.784 0.266 0.564
C 7.409 3.478 -1.068 -0.469
O 6.302 2.901 -1.665 -0.301
C 5.865 1.896 -0.905 0.638
O 4.837 1.150 -1.035 -0.632
O 6.642 1.677 0.120 -0.335
H 9.084 1.336 0.479 0.336
H 9.084 2.524 1.721 0.326
H 9.501 3.119 0.193 0.360
H 6.966 3.435 1.001 0.253
H 8.340 3.458 -1.634 0.303
H 7.285 4.553 -0.935 0.296
```

Output
- DFT total energy (eV) = -64981.90900
- total charge = 0
- HOMO-LUMO gap (eV) = 1.87

=====

# 4
The following is a quantum chemistry calculation of C20H26N4O3 in the gas phase, from the OMol25 dataset.

```
53
Properties=species:S:1:pos:R:3:mulliken_charge:R:1
C 4.559 -0.241 5.022 -1.658
C 3.340 -0.005 4.142 0.651
C 3.699 0.823 2.891 -1.519
N 2.526 1.068 2.079 0.203
C 2.192 0.267 1.020 0.473
C 2.902 -0.922 0.732 -0.645
C 2.566 -1.675 -0.355 -0.964
C 1.532 -1.311 -1.229 -0.683
N 1.260 -2.177 -2.296 1.061
O 1.926 -3.196 -2.408 -0.683
O 0.357 -1.900 -3.093 -0.771
C 0.810 -0.109 -0.979 0.818
N -0.145 0.311 -1.838 -0.139
C -1.066 1.390 -1.613 -1.161
C -2.166 1.015 -0.599 -0.410
O -2.956 -0.058 -1.044 -0.466
C -3.859 0.132 -2.052 0.823
C -4.444 -1.032 -2.553 -0.558
C -5.388 -0.964 -3.556 -0.408
C -5.765 0.264 -4.078 -0.528
C -5.190 1.418 -3.583 -0.694
C -4.239 1.362 -2.576 -0.259
C 1.166 0.634 0.149 0.277
C 1.530 1.797 2.837 -1.069
C 1.139 0.989 4.098 0.417
C 0.121 1.749 4.939 -1.645
N 2.296 0.656 4.907 -0.382
H 4.264 -0.775 5.921 0.404
H 5.303 -0.829 4.491 0.402
H 5.008 0.707 5.313 0.357
H 2.928 -0.969 3.816 0.303
H 4.477 0.344 2.301 0.556
H 4.081 1.801 3.214 0.317
H 3.688 -1.271 1.379 0.326
H 3.090 -2.595 -0.564 0.491
H -0.387 -0.369 -2.556 0.342
H -1.527 1.624 -2.575 0.625
H -0.539 2.281 -1.259 0.360
H -2.777 1.895 -0.360 0.305
H -1.703 0.649 0.322 0.429
H -4.135 -1.977 -2.136 0.404
H -5.829 -1.873 -3.935 0.369
H -6.502 0.318 -4.866 0.380
H -5.476 2.380 -3.981 0.360
H -3.813 2.284 -2.211 0.312
H 0.640 1.557 0.325 0.451
H 0.642 1.985 2.240 0.398
H 1.958 2.762 3.137 0.216
H 0.703 0.038 3.764 0.265
H 0.518 2.719 5.231 0.362
H -0.797 1.902 4.379 0.400
H -0.104 1.183 5.838 0.408
H 2.668 1.498 5.339 0.373
```

Output
- DFT total energy (eV) = -33262.32772
- structure (SMILES) = C[C@@H]1CN(c2ccc([N+](=O)[O-])c(NCCOc3ccccc3)c2)C[C@H](C)N1
- total charge = 0
- HOMO-LUMO gap (eV) = 7.93

=====

In order of appearance, relative energy (zero: lowest compared OMol25 entry of this formula, charge and spin) = 0.0; 127.2; 191.8; 120.2 kcal/mol.